Record 1
Molecular formula: C6H9BeO3
Method: DFT, ωB97M-V/def2-TZVPD

Summary:
- E_LUMO (spin up / spin down) (Ha) = -0.4163 / -0.4154
- electronic energy (Eh) = -473.4086
- ΔE to the lowest compared entry with this formula, charge and spin (kcal/mol) = 0.0
- F_max (eV Å⁻¹) = 7.2
- orbital gap (spin up / spin down) (Ha) = 0.261 / 0.286

Structure (ORCA input):
```
! RIJCOSX wB97M-V def2-TZVPD def2/J DEFGRID3
* xyz 2 2
O 1.4059 -0.7518 -1.5798
Be 1.7465 0.3198 1.7453
C 1.7172 0.4351 0.2410
O -0.3007 0.0265 1.3981
C 0.5516 -1.0201 -0.6578
C 0.2869 -2.4471 -0.3008
H -0.0944 -2.9726 -1.1838
H -0.4467 -2.5778 0.5036
H 1.2212 -2.9224 0.0260
C 0.0828 0.1433 0.1455
O 0.8929 1.6533 -0.4570
C 0.2814 2.2785 -1.5781
H -0.0680 1.5618 -2.3265
H -0.5365 2.8478 -1.1295
H 1.0442 2.8898 -2.0713
C -1.6986 0.1317 1.7440
H -2.3585 0.2116 0.8752
H -1.9128 -0.8230 2.2288
H -1.8142 1.0155 2.3770
*
```

Atomic partial charges in e from the Löwdin method, atoms 1 to 2: atom 1 (O): 0.132, atom 2 (Be): 0.981



Record 2
Molecular formula: C6H9Br
Method: DFT, ωB97M-V/def2-TZVPD

Summary:
- E_LUMO (spin up / spin down) (Ha) = 0.0298 / 0.0298
- electronic energy (Eh) = -2807.8581
- ΔE to the lowest compared entry with this formula, charge and spin (kcal/mol) = 92.1
- F_max (eV Å⁻¹) = 4.4
- orbital gap (spin up / spin down) (Ha) = 0.305 / 0.305

Structure (ORCA input):
```
! RIJCOSX wB97M-V def2-TZVPD def2/J DEFGRID3
* xyz 0 1
C 0.2525 -0.1313 0.6900
C 0.5241 -1.4015 0.6753
C -0.2421 1.2437 0.5183
C -1.1729 0.6890 -0.5977
C 0.1592 -2.4707 -0.3206
C 0.7944 2.3019 0.0033
Br -2.7314 -0.0669 0.0912
H 1.2483 -1.7670 1.2917
H -0.9322 1.6270 1.1798
H -0.9483 0.4106 -1.5637
H -0.4256 -3.1926 0.3001
H 0.9494 -2.9138 -0.8733
H -0.6074 -2.0468 -1.0943
H 1.0215 2.2732 -1.0619
H 1.6417 2.0811 0.5220
H 0.4687 3.3642 0.2397
*
```

Atomic partial charges in e from the Löwdin method, atoms 1 to 2: atom 1 (C): 0.018, atom 2 (C): -0.180



Record 3
Molecular formula: C6H9BrClN2
Method: DFT, ωB97M-V/def2-TZVPD

Summary:
- E_LUMO (Ha) = -0.1508
- electronic energy (Eh) = -3377.3673
- ΔE to the lowest compared entry with this formula, charge and spin (kcal/mol) = 56.6
- F_max (eV Å⁻¹) = 6.3
- orbital gap (Ha) = 0.325

Structure (ORCA input):
```
! RIJCOSX wB97M-V def2-TZVPD def2/J DEFGRID3
* xyz 1 1
C -1.6228 -1.2527 1.3810
C -0.5253 -0.5207 1.7215
C -1.0801 -1.4558 -1.0249
C -1.9466 -1.4425 -0.0182
C 0.4476 0.1005 0.7673
C 0.7540 -0.8902 -0.3887
N 1.3625 -0.1735 -1.4981
N -0.2916 1.2716 0.0320
Cl -3.6334 -1.8562 -0.3919
Br 1.4920 -2.6486 0.0923
H -2.2933 -1.3865 2.2149
H -0.1752 -0.3632 2.7068
H -1.0955 -1.9475 -2.0331
H 1.2578 0.5505 1.1921
H 2.3052 0.1137 -1.5839
H 1.3399 -0.6554 -2.3985
H 0.4150 1.3518 -0.7299
H -0.2810 2.3038 0.5168
H -1.2072 0.9728 -0.0445
*
```

Atomic partial charges in e from the Löwdin method, atoms 1 to 2: atom 1 (C): -0.079, atom 2 (C): -0.057



Record 4
Molecular formula: C6H9BrO5
Method: DFT, ωB97M-V/def2-TZVPD

Summary:
- E_LUMO (spin up / spin down) (Ha) = 0.0147 / -0.0243
- electronic energy (Eh) = -3184.0747
- ΔE to the lowest compared entry with this formula, charge and spin (kcal/mol) = 40.7
- F_max (eV Å⁻¹) = 2.2
- orbital gap (spin up / spin down) (Ha) = 0.318 / 0.246

Structure (ORCA input):
```
! RIJCOSX wB97M-V def2-TZVPD def2/J DEFGRID3
* xyz 0 1
C 1.4349 -1.4562 -0.0495
C -0.0601 -1.2332 -0.1717
C -0.5142 0.0013 0.6483
C -0.4852 1.3211 -0.1843
C 0.8660 1.8326 -0.5159
C 2.3223 -0.4540 -0.6218
O 2.1526 -1.6467 -1.2591
O -0.7835 -2.3456 0.3244
O -1.8551 -0.1367 1.0396
O -1.2187 1.1722 -1.3660
O 1.6217 2.2802 0.4757
Br 3.9872 0.0224 0.2054
H 1.7437 -2.1000 0.7707
H -0.3050 -1.0606 -1.2307
H 0.1362 0.1216 1.5272
H -0.9714 2.0623 0.4805
H 1.1180 2.0162 -1.5486
H -0.5429 -3.1187 -0.1945
H -1.9997 -1.0766 1.2221
H -2.0691 0.7833 -1.1171
H 2.5461 2.4139 0.2125
*
```

Atomic partial charges in e from the Löwdin method, atoms 1 to 2: atom 1 (C): -0.287, atom 2 (C): -0.267



Record 5
Molecular formula: C6H9BrO6Si
Method: DFT, ωB97M-V/def2-TZVPD

Summary:
- E_LUMO (Ha) = 0.0187
- electronic energy (Eh) = -3549.2054
- ΔE to the lowest compared entry with this formula, charge and spin (kcal/mol) = 0.0
- F_max (eV Å⁻¹) = 4.2
- orbital gap (Ha) = 0.394
- SMILES = CC(=O)O[Si](Br)(OC(C)=O)OC(C)=O

Structure (ORCA input):
```
! RIJCOSX wB97M-V def2-TZVPD def2/J DEFGRID3
* xyz 0 1
C 0.5137 -1.0805 3.5576
C 0.7738 -1.1800 2.0810
O 0.9191 -2.2116 1.4727
O 0.8503 0.0008 1.5098
Si 1.1064 -0.0661 -0.4276
Br 3.1765 -0.5300 -0.7977
O 0.2603 -1.2602 -1.0892
C -0.9941 -1.6916 -0.7595
C -1.2986 -2.9955 -1.4091
O -1.6825 -1.0605 -0.0247
O 0.8660 1.4628 -0.8869
C 0.1703 1.9056 -1.9720
C 0.5033 3.3247 -2.2847
O -0.5705 1.1921 -2.5732
H 1.3466 -0.5590 4.0254
H -0.3891 -0.4990 3.7258
H 0.4102 -2.0750 3.9811
H -0.8442 -3.0359 -2.3959
H -0.8619 -3.7809 -0.7903
H -2.3734 -3.1427 -1.4649
H -0.0694 3.6539 -3.1467
H 1.5694 3.3995 -2.4941
H 0.2873 3.9533 -1.4238
*
```

Atomic partial charges in e from the Löwdin method, atoms 1 to 2: atom 1 (C): 0.019, atom 2 (C): -0.653



Record 6
Molecular formula: C6H9CaClN3O4
Method: DFT, ωB97M-V/def2-TZVPD

Summary:
- E_LUMO (Ha) = -0.2548
- electronic energy (Eh) = -1836.4736
- ΔE to the lowest compared entry with this formula, charge and spin (kcal/mol) = 58.2
- F_max (eV Å⁻¹) = 7.5
- orbital gap (Ha) = 0.190

Structure (ORCA input):
```
! RIJCOSX wB97M-V def2-TZVPD def2/J DEFGRID3
* xyz 1 1
Ca 0.3939 3.3837 -2.0602
Cl 1.0522 -0.1618 -0.3955
O 2.2379 -0.6135 0.1854
O 0.4777 -1.0290 -1.3935
O 0.0218 -0.0975 0.6039
O 1.2770 1.1394 -0.8666
C -2.9482 -1.3220 1.8248
C -1.9342 -2.2853 1.4144
N -1.1524 -3.0156 1.0898
H -3.2949 -1.7693 2.7564
H -3.8202 -1.4806 1.1903
H -2.5625 -0.3036 1.7776
C 0.2418 0.6397 4.0340
C 0.5416 0.6844 5.4305
N 0.7480 0.6764 6.5609
H -0.8382 0.7038 3.9013
H 0.4712 -0.2473 3.4434
H 0.6486 1.5259 3.5469
C 1.5029 0.2976 -5.8836
C 1.2704 1.0141 -4.6479
N 1.0315 1.6721 -3.7334
H 2.5695 0.2132 -6.0920
H 1.1438 0.9862 -6.6485
H 0.9209 -0.6110 -6.0383
*
```

Atomic partial charges in e from the Löwdin method, atoms 1 to 2: atom 1 (Ca): 1.725, atom 2 (Cl): 0.584



Record 7
Molecular formula: C6H9Cl15
Method: DFT, ωB97M-V/def2-TZVPD

Summary:
- E_LUMO (Ha) = 0.0009
- electronic energy (Eh) = -7136.3799
- ΔE to the lowest compared entry with this formula, charge and spin (kcal/mol) = 310.6
- F_max (eV Å⁻¹) = 8.0
- orbital gap (Ha) = 0.323

Structure (ORCA input):
```
! RIJCOSX wB97M-V def2-TZVPD def2/J DEFGRID3
* xyz 0 1
C 2.7324 0.6852 -0.3561
Cl 3.8609 -0.4617 0.3724
Cl 3.1236 1.0606 -2.0803
Cl 2.7526 2.1954 0.4305
H 1.6929 0.3691 -0.2690
C -2.6468 -2.4595 -1.3823
Cl -1.3290 -1.2567 -0.9753
Cl -2.1604 -3.4702 -2.7830
Cl -4.2407 -1.6834 -1.6373
H -2.7790 -3.1693 -0.5657
C -2.9528 1.0017 -0.3529
Cl -2.7760 0.6411 1.3043
Cl -1.4020 1.5725 -0.9706
Cl -4.1277 2.3279 -0.5427
H -3.2253 0.1476 -0.9728
C 0.2384 3.6503 1.1909
Cl -1.3580 3.3947 0.4498
Cl 1.0954 4.8256 0.1829
H 0.0138 4.0699 2.1715
H 0.7941 2.7126 1.1927
C -0.1446 -0.1851 0.6111
Cl -0.0492 1.3972 1.3596
Cl 1.3085 -1.2018 0.9242
H -1.0007 -0.6981 1.0495
H -0.3491 -0.0268 -0.4478
C 2.5862 -2.9371 0.5132
Cl 3.9071 -3.8148 -0.2656
Cl 1.0879 -3.6423 -0.0322
H 2.6665 -3.1732 1.5744
H 2.6811 -1.8711 0.3068
*
```

Atomic partial charges in e from the Löwdin method, atoms 1 to 2: atom 1 (C): -1.502, atom 2 (Cl): 0.652



Record 8
Molecular formula: C6H9Cl2CrGdO6P
Method: DFT, ωB97M-V/def2-TZVPD

Summary:
- E_LUMO (spin up / spin down) (Ha) = -0.6104 / -0.6165
- electronic energy (Eh) = -3755.4660
- ΔE to the lowest compared entry with this formula, charge and spin (kcal/mol) = 0.0
- F_max (eV Å⁻¹) = 10.9
- orbital gap (spin up / spin down) (Ha) = 0.162 / 0.185

Structure (ORCA input):
```
! RIJCOSX wB97M-V def2-TZVPD def2/J DEFGRID3
* xyz 4 11
Gd -0.0373 -0.4855 -6.9301
Cr -0.0531 -1.4753 0.4036
Cl -0.7932 1.7350 -6.3545
Cl 1.8302 -2.5655 0.2294
C -0.8387 -2.7285 1.6908
C -0.5974 -0.0465 -9.1942
C 0.4156 -2.4080 -7.9818
O -1.2164 -3.5256 2.4482
O -0.9052 0.2599 -10.2412
O 0.6940 -3.4730 -8.3486
C -1.9316 1.4809 3.3183
O -0.5356 1.5375 3.0718
P -0.0361 0.4418 1.8863
O 0.4251 1.5958 0.8046
C 1.6140 2.2671 1.2329
O 1.1449 -0.2176 2.8315
C 0.5847 -0.8829 4.0180
H -2.2382 0.4350 3.4359
H -2.4597 1.9411 2.4788
H -2.1434 2.0131 4.2460
H 1.7032 3.1902 0.6575
H 1.5623 2.5199 2.2996
H 2.4470 1.5891 1.0267
H 0.6377 -0.1904 4.8702
H -0.4596 -1.2280 3.8887
H 1.1866 -1.7798 4.2117
*
```

Atomic partial charges in e from the Löwdin method, atoms 1 to 2: atom 1 (Gd): 1.480, atom 2 (Cr): 0.445



> What is the electronic energy in the second record?

-2807.8581 Eh